14
Properties=species:S:1:pos:R:3 method="wB97M-V/def2-TZVPD" de_lowest_kcal_mol=0.0 charge=0 spin_multiplicity=3 s2=2.006 homo_lumo_gap_ha="0.2540 / 0.2873" molar_mass_g_mol=107.103 lumo_ev="1.04 / -3.61"
C -1.41468 0.39574 -0.12157
C 1.30376 -0.08950 0.99040
C 0.98326 -0.24186 -0.49203
C -0.48480 -0.61762 -0.72950
N -1.69877 1.45956 -0.68664
F -1.88087 0.04898 1.10305
F -0.73740 -1.86076 -0.19889
H 1.01371 -0.98655 1.53270
H 0.77541 0.76001 1.41754
H 2.37038 0.06737 1.12707
H 1.17873 0.68737 -1.02768
H 1.59873 -1.03308 -0.92369
H -0.69382 -0.68216 -1.80467
H -2.31365 2.09249 -0.18610

=====

15
Properties=species:S:1:pos:R:3 method="wB97M-V/def2-TZVPD" de_lowest_kcal_mol=98.5 charge=0 homo_lumo_gap_ha=0.3365 molar_mass_g_mol=123.102 lumo_ev=0.28
C -0.21601 0.40626 -0.46994
C -0.65091 0.80952 0.87520
C 0.59865 -0.77582 -0.24123
C 0.12502 -2.01996 -0.40041
H 0.49651 0.90057 -2.38619
H 1.34243 1.62674 -0.96528
H -1.19069 -0.04093 -0.90558
H -1.38305 0.04705 1.35171
H -1.31311 1.67836 0.71058
H 0.11236 0.71719 3.02215
H 0.64138 -2.93659 -0.70675
N 0.41857 1.22548 -1.40004
O 0.35258 0.94713 1.81369
F 1.86826 -0.58024 0.14779
F -1.20198 -2.00475 -0.44571